Entry 1:
The following is a DFT calculation (ωB97M-V/def2-TZVPD) of a molecular structure, C9H27AgN4O7.

```
48
Properties=species:S:1:pos:R:3:forces:R:3
O -0.7568 -21.4006 22.6948 0.7 0.8 0.4
N 2.5524 -20.3094 19.0001 -0.4 -0.3 0.1
O -1.3042 -24.2540 22.9544 -0.3 -0.1 0.2
H -3.5306 -23.9625 21.7027 0.1 0.0 -0.1
H 3.7793 -25.0999 20.0219 -0.3 -0.3 -0.1
C -2.1245 -20.9202 19.3923 -0.8 -0.3 -0.3
H 2.2492 -21.1653 18.5737 0.1 0.1 -0.2
C -2.4408 -22.4301 19.4018 0.0 1.1 0.7
C 2.0859 -25.8914 21.1160 -0.3 0.3 -1.2
O 2.1986 -23.7765 19.9081 0.8 -0.2 -0.2
H 0.1908 -26.1668 21.4925 -0.2 0.1 0.1
C 0.0094 -21.3842 23.9078 -0.3 -2.0 0.4
N 2.6908 -19.0568 20.9349 -0.3 -0.6 -1.0
H -3.0676 -20.4113 19.1718 0.1 0.1 -0.1
C -2.3533 -24.8587 23.1471 0.1 -0.1 -0.2
H 2.0037 -26.5581 20.2508 0.2 -0.3 0.3
H 3.2109 -18.4116 20.3697 0.2 0.3 0.5
H -3.1096 -22.5846 20.2659 0.1 -0.3 0.1
H 2.5313 -26.4032 21.9686 0.0 0.0 0.1
N -3.4883 -24.6554 22.4214 0.0 -0.4 0.5
H -1.3930 -20.7052 18.6171 0.1 0.2 0.1
H 3.1182 -19.6540 18.4965 0.0 0.0 0.0
C -3.2060 -22.8795 18.1642 0.6 0.0 -0.6
H -3.3611 -26.2747 24.2666 0.2 -0.1 0.3
H 3.5339 -24.2500 21.4520 -0.7 0.4 0.2
H -4.2598 -25.2766 22.5893 -0.2 0.3 -0.3
H -1.5413 -20.8790 22.8881 -0.1 -0.1 -0.3
H -2.6310 -22.6703 17.2576 0.1 -0.1 0.1
O 1.5956 -21.0419 20.9293 0.0 0.1 -0.2
H -4.1294 -22.3115 18.0687 -0.1 -0.2 0.2
C 2.9633 -24.7253 20.6507 0.8 -0.2 0.0
H 1.7096 -23.8373 23.8286 -0.3 -0.4 -0.3
C 2.2313 -20.1930 20.3139 0.3 0.4 0.7
H 0.0006 -20.4303 24.4308 0.1 0.2 -0.2
H -1.6805 -25.9921 24.6924 -0.1 -0.1 0.2
C 1.4389 -21.9256 23.7916 0.0 0.3 -0.2
Ag 0.2869 -23.1067 21.1900 -1.2 0.6 -0.5
O -1.2644 -23.1321 19.5092 0.1 -0.6 -0.1
H 2.1050 -21.2299 23.2907 0.0 -0.1 -0.1
H -1.8187 -20.5804 20.3770 0.4 0.0 0.0
N -2.4721 -25.8419 24.0982 0.0 0.5 -0.6
H 2.6509 -19.0103 21.9329 0.0 0.2 0.0
H 1.7682 -22.0891 24.8183 0.1 0.4 0.1
O 1.5434 -23.2049 23.1258 0.2 0.9 0.8
H 2.3425 -23.9871 18.9812 -0.3 0.1 -0.1
H -3.3821 -23.9522 18.2118 -0.2 0.0 0.0
H -0.4599 -22.1429 24.5530 -0.2 0.4 0.2
O 0.7665 -25.4057 21.3764 0.6 -0.7 0.4
```
Forces are in eV/Å.

Output
* <S²>: 0.7569
* HOMO (spin up / spin down): -0.4375 / -0.4265 Eh
* net charge: +1
* total energy: -34056.526 eV
* multiplicity: 2
* energy relative to the best compared isomer or geometry (same formula, charge and spin): 0.451 eV

Here are the Löwdin charges for atoms 1 to 2, given in e: O -0.12; N 0.18

=====

Entry 2:
The following is a DFT calculation (ωB97M-V/def2-TZVPD) of a molecular structure, C9H27CeClI2OP3.

```
44
Properties=species:S:1:pos:R:3:forces:R:3
C -2.7184 -2.8925 -2.2547 1.1 0.0 -0.5
H 4.9226 0.1209 -2.3250 -0.5 0.2 0.2
I -1.4054 3.2929 -1.4059 -0.5 1.0 -2.2
H 0.8613 1.4850 4.4894 -0.1 0.2 -0.2
C 0.5238 -1.1300 2.8855 0.0 0.0 -0.1
I -1.3656 3.0140 -4.6697 0.0 0.1 2.1
H -2.3225 -0.2227 3.2104 0.0 0.4 0.0
C 3.4003 2.5328 -2.1446 -1.2 0.2 0.1
P -2.6887 -1.2982 -1.3271 -1.4 -1.7 -0.2
C -3.1313 -1.9961 0.3141 0.6 0.7 0.3
H 3.7249 -1.1951 -2.1151 0.1 0.1 0.0
P -0.1404 0.5080 2.5964 0.5 -1.0 1.5
H -1.4530 0.5472 4.5515 -0.1 0.2 -0.2
H -2.6128 -2.7325 -3.3319 -0.1 0.1 0.1
H -1.8714 -3.5187 -1.9567 -0.2 0.0 0.0
H 4.7011 1.0089 -0.0114 -0.3 -0.1 -0.1
H 3.4605 -0.2025 0.5198 0.2 0.3 0.0
H -3.3209 -1.1664 1.0030 0.0 -0.2 0.1
H 4.4834 2.5484 -2.0122 -0.1 0.0 0.0
C -4.2877 -0.6597 -1.9328 0.7 1.0 0.1
C 3.6299 0.8097 0.1241 -0.9 0.1 0.3
H 1.5220 -1.2615 2.4493 -0.2 0.1 0.2
C 0.9321 1.6579 3.4078 0.5 0.2 -0.4
O -0.3075 0.8185 1.0893 -0.2 0.3 -2.6
H 0.5998 2.6671 3.1237 0.3 -0.1 0.4
H -4.0399 -2.6060 0.2275 0.3 0.1 -0.1
H 1.9775 1.4788 3.1133 -0.3 0.3 0.0
Ce -0.2774 0.6026 -1.1415 1.4 -3.4 2.1
C -1.6699 0.6221 3.4777 -0.5 -0.2 -0.4
H -0.1350 -1.9201 2.5071 0.1 0.2 0.1
H 0.5815 -1.1915 3.9846 0.1 -0.2 -0.3
H 3.6264 -0.1425 -3.5087 0.0 0.1 0.1
H -3.6568 -3.4462 -2.0849 0.3 0.5 0.2
H 3.1303 2.5790 -3.2169 0.2 0.3 0.5
P 2.7519 0.9601 -1.4831 2.2 -0.2 -0.2
H 3.2148 1.5515 0.8138 0.2 -0.1 0.1
H 2.9248 3.3372 -1.5622 0.4 0.1 -0.5
Cl 0.7148 -1.7703 -0.7169 -0.6 1.5 -0.4
H -4.4974 0.2564 -1.3588 -0.4 -0.2 -0.5
H -2.1286 1.5825 3.2032 -0.1 -0.3 0.4
H -2.2836 -2.5972 0.6745 -0.4 0.1 0.0
H -5.0550 -1.4133 -1.7495 0.1 0.1 -0.1
C 3.8622 -0.1590 -2.4406 -0.8 -0.8 -0.5
H -4.1768 -0.4595 -3.0156 -0.3 0.0 0.6
```
Forces are in eV/Å.

Output
* HOMO (spin up / spin down): -0.6939 / -0.6938 Eh
* net charge: +3
* total energy: -81312.869 eV

Here are the Löwdin charges for atoms 1 to 2, given in e: C -0.23; H 0.08